Molecular formula: C14H25ClN3O5
Method: DFT, ωB97M-V/def2-TZVPD

Properties
HOMO level, hartree: -0.171
Total charge: -1
HOMO-LUMO gap, eV: 7.5

XYZ file:
```
48
Properties=species:S:1:pos:R:3:forces:R:3:mulliken_charge:R:1
C -3.441676 1.069809 3.155599 0.132 0.100 -0.159 -1.220
C -2.386068 -0.009654 2.965557 -0.340 -0.023 -0.159 -0.180
N -2.019422 -0.080145 1.562059 0.150 -0.200 0.029 -0.191
N -0.966111 -0.996194 1.288904 0.022 0.065 -0.066 -0.432
C 0.374454 -0.348425 1.144595 -0.053 -0.344 0.119 0.846
N 0.998109 -0.536610 2.459215 -0.143 0.697 0.137 -0.507
C 2.020606 0.096417 2.861566 -0.059 -0.374 -0.296 1.008
C 3.017757 0.853375 2.026635 0.014 -0.036 0.103 -1.320
C 2.336792 0.037448 4.325876 0.161 -0.259 0.093 -1.574
C 0.079948 1.181790 0.767272 -0.005 -0.253 0.127 0.114
O -0.273662 1.322268 -0.408633 -0.085 0.162 -0.293 -0.463
O 0.184235 1.998092 1.693243 0.184 0.092 0.044 -0.748
C 1.045875 -1.197361 0.015278 0.073 -0.043 0.247 -0.485
Cl 2.092504 -0.290028 -1.153130 0.150 0.093 0.088 -0.173
C 1.811806 -2.392820 0.570809 0.270 -0.057 -0.422 -0.258
C 2.703176 -3.136352 -0.422587 -0.122 -0.308 0.256 -1.427
H -2.978614 2.050353 3.225042 0.048 0.085 0.021 0.281
H -4.091351 1.097301 2.280268 -0.161 -0.054 0.000 0.290
H -4.056181 0.887715 4.035320 -0.014 0.031 0.110 0.379
H -2.807837 -0.968587 3.310643 0.185 -0.125 0.150 0.350
H -1.486814 0.210395 3.534544 0.083 -0.002 0.054 0.109
H -2.811270 -0.383119 1.012129 -0.072 0.075 -0.039 0.224
H -0.850608 -1.601999 2.097822 -0.097 -0.090 0.010 0.394
H 3.286607 0.288796 1.138820 -0.062 0.017 -0.139 0.238
H 3.927812 1.033569 2.599079 0.026 0.065 0.055 0.440
H 2.587201 1.801375 1.721925 -0.099 0.169 -0.116 0.300
H 3.233075 -0.561602 4.506151 0.118 0.002 -0.021 0.316
H 2.551054 1.042265 4.688538 -0.076 0.087 0.098 0.375
H 1.513389 -0.408969 4.874345 -0.094 0.064 0.050 0.395
H 0.228626 -1.583667 -0.579194 -0.059 0.252 -0.289 0.461
H 1.053494 -3.096690 0.916953 -0.056 0.094 0.355 0.355
H 2.422411 -2.074337 1.411307 -0.065 -0.118 0.158 0.048
H 3.661961 -2.643122 -0.548262 -0.007 0.158 -0.227 0.319
H 2.220283 -3.268588 -1.389075 0.038 0.089 -0.123 0.324
H 2.912595 -4.132109 -0.026750 0.031 -0.080 0.009 0.418
C -0.981014 0.817814 -3.147434 -0.280 -0.040 -0.036 -1.327
C -1.154288 0.658015 -4.631275 0.085 0.070 0.099 0.546
C -0.864598 1.903267 -5.443167 0.011 -0.024 -0.027 -0.450
O -1.721514 1.744277 -6.586355 0.032 0.131 0.052 -0.358
C -2.775842 0.986231 -6.198780 0.018 -0.052 0.003 0.650
O -3.771731 0.850085 -6.839727 -0.012 -0.028 -0.042 -0.567
O -2.538160 0.417861 -5.006962 0.019 -0.065 0.046 -0.342
H -1.152203 -0.110687 -2.608114 0.051 -0.027 -0.016 0.274
H 0.030346 1.145001 -2.912659 0.009 -0.019 0.068 0.353
H -1.676342 1.555027 -2.748140 0.072 0.073 0.003 0.323
H -0.572959 -0.189496 -5.005662 -0.018 0.000 -0.059 0.253
H 0.168906 1.990590 -5.765938 -0.018 -0.043 -0.088 0.319
H -1.161508 2.806576 -4.905834 0.014 -0.002 0.036 0.321
```
Forces are in eV/Å.

Molecular formula: C14H25CoNO3P2S2
Method: DFT, ωB97M-V/def2-TZVPD

Properties
⟨S²⟩: 3.787
HOMO level (alpha / beta), hartree: -0.188 / -0.309
Total charge: 0
HOMO-LUMO gap (alpha / beta), eV: 4.9 / 7.1
2S+1: 4

XYZ file:
```
48
Properties=species:S:1:pos:R:3:forces:R:3:mulliken_charge:R:1
Co 0.189033 0.514070 -1.378884 0.341 -0.353 -1.601 -0.409
H 3.650892 2.408551 1.692281 0.110 -0.230 -0.015 -0.011
H 3.977182 1.735448 1.655434 -0.117 0.227 0.011 0.008
P -0.112171 2.538748 -1.746566 -0.881 2.201 1.645 1.255
P 1.627733 -0.817899 -2.037266 1.161 -2.079 0.504 1.022
C 0.961532 -2.415655 -2.629351 0.156 0.165 -0.153 -1.313
H 1.791382 -3.093026 -2.866446 -0.218 0.035 0.024 0.427
H 0.319650 -2.855862 -1.855467 0.128 0.150 -0.157 0.347
H 0.359610 -2.235118 -3.527696 0.082 -0.125 0.169 0.365
C 2.960553 -0.442057 -3.225425 -0.234 0.178 -0.096 -1.243
H 3.579794 0.366356 -2.819408 -0.078 -0.150 -0.132 0.360
H 3.574402 -1.335892 -3.392907 -0.108 0.230 0.044 0.389
H 2.517401 -0.111204 -4.170960 0.184 -0.066 0.096 0.403
C 2.617066 -1.327785 -0.579918 0.116 -0.105 -0.147 -1.248
H 1.959476 -1.806203 0.156885 0.160 0.118 -0.157 0.312
H 3.398911 -2.027890 -0.901441 -0.062 0.087 0.242 0.405
H 3.070074 -0.432195 -0.134262 -0.051 -0.283 -0.054 0.291
C 0.776213 3.580060 -2.936643 -0.023 -0.111 -0.207 -1.207
H 0.404027 4.610242 -2.875322 0.148 -0.205 -0.061 0.413
H 1.847492 3.552972 -2.702082 -0.224 0.025 -0.088 0.365
H 0.621834 3.185504 -3.946953 0.081 0.160 0.116 0.411
C -1.879875 2.967413 -1.975426 0.194 0.124 -0.393 -1.442
H -2.457221 2.689299 -1.085162 0.230 -0.007 -0.183 0.370
H -1.969008 4.045453 -2.154214 -0.132 -0.172 0.035 0.434
H -2.275826 2.417433 -2.836759 -0.016 0.138 0.153 0.370
C 0.261115 3.407492 -0.164752 0.011 0.279 -0.302 -1.343
H 1.296988 3.185067 0.121144 -0.231 0.142 -0.011 0.278
H 0.133754 4.484172 -0.321279 0.084 -0.048 0.272 0.434
H -0.412880 3.061531 0.629156 0.176 0.065 -0.248 0.357
C -1.498795 -0.345456 -1.129978 -0.800 -0.368 -2.078 0.818
O -2.336304 -0.870769 -1.790523 0.410 0.407 1.327 -0.439
H 0.582012 0.837768 -2.788046 -0.057 -0.299 0.121 -0.171
O -1.467022 -4.648846 1.763939 -0.366 0.101 -0.123 -0.656
S -2.344147 -3.504790 1.768534 0.864 1.757 0.041 1.069
O -3.756728 -3.697390 1.556908 0.461 -0.132 -0.032 -0.648
N -1.747055 -2.298225 0.752275 -0.610 -2.233 -0.860 -0.617
C -1.412572 -1.224187 1.403531 0.095 0.583 1.115 0.508
S -0.998826 0.207637 0.465930 -0.922 -0.085 1.572 -0.393
C -1.532735 -1.262952 2.856191 0.202 0.511 -0.502 0.662
C -1.251123 -0.291827 3.826776 -0.001 -0.173 0.305 -0.580
C -1.485102 -0.595714 5.170058 -0.062 -0.060 -0.443 -0.633
C -2.027068 -1.842154 5.531156 -0.135 -0.264 -0.031 -0.515
C -2.330415 -2.807608 4.555077 0.188 0.499 -0.129 -0.478
C -2.056861 -2.501961 3.224844 -0.349 -0.464 0.760 -0.185
H -0.849367 0.672717 3.513015 -0.069 -0.183 0.218 0.348
H -1.259921 0.145292 5.941723 -0.093 -0.274 -0.260 0.362
H -2.230599 -2.055816 6.584363 0.092 0.063 -0.395 0.351
H -2.786505 -3.764744 4.803914 0.164 0.222 0.085 0.397
```
Forces are in eV/Å.

Molecular formula: C14H25CrN5O6
Method: DFT, ωB97M-V/def2-TZVPD

Properties
⟨S²⟩: 4.000
HOMO level (alpha / beta), hartree: -0.359 / -0.360
Total charge: +1
HOMO-LUMO gap (alpha / beta), eV: 6.2 / 6.2
2S+1: 4

XYZ file:
```
51
Properties=species:S:1:pos:R:3:forces:R:3:mulliken_charge:R:1
O -0.483646 -0.843950 -3.670571 2.518 -0.339 0.145 -0.191
H -0.138001 -1.473502 -4.299221 0.083 -0.546 -0.556 0.417
Cr 0.684126 0.211168 0.130240 -1.289 -1.042 -0.596 -0.226
N 1.909160 -1.287196 -0.697925 0.049 -1.603 -0.151 1.036
N -0.464524 -1.572163 0.123816 1.312 -1.530 -1.038 0.984
N 1.114134 2.240697 0.203372 -1.134 1.923 1.201 0.825
N -0.994969 1.132861 0.927673 -0.426 3.013 0.815 0.973
O 3.095991 -1.028628 -1.054197 0.002 0.498 -0.148 -0.811
O 2.075451 2.705456 -0.533081 0.264 -0.497 -0.245 -0.844
O -2.182895 0.578128 1.223504 0.538 -1.506 -0.265 -0.693
O -1.646029 -1.764742 0.694325 -0.466 1.171 0.429 -0.824
C 0.106722 -2.698735 -0.357458 -1.484 1.865 1.039 0.515
C 1.401118 -2.534442 -0.899317 0.894 1.565 0.061 -0.351
C 0.285688 3.070076 0.869283 2.535 -0.848 -1.300 -0.034
C -0.889175 2.414605 1.328357 -0.631 -2.954 -0.331 0.622
C 2.138449 -3.605238 -1.624976 0.247 -0.201 -0.039 -1.409
H 1.929711 -3.575702 -2.703696 0.154 0.072 0.081 0.199
H 1.827855 -4.597954 -1.289519 0.088 0.185 0.024 0.431
H 3.218288 -3.517096 -1.487727 -0.148 0.121 -0.037 0.338
C -0.631592 -3.980148 -0.201896 0.044 -0.589 -0.109 -1.469
H -1.625083 -3.934449 -0.669802 0.199 0.107 0.281 0.276
H -0.771970 -4.228685 0.863332 -0.097 0.306 -0.337 0.289
H -0.087253 -4.815409 -0.647262 -0.057 0.167 -0.003 0.456
C 0.506206 4.542603 0.989684 -0.260 0.420 -0.054 -1.471
C -1.944924 3.070508 2.148107 -0.030 -0.041 0.100 -1.653
H 1.165918 4.925871 0.194856 -0.177 -0.301 0.414 0.378
H 0.908482 4.823937 1.980653 0.051 -0.239 -0.443 0.285
H -0.463569 5.061431 0.922473 0.311 -0.133 -0.072 0.388
H -2.646871 2.319698 2.523824 0.166 0.270 -0.168 0.420
H -2.486700 3.815446 1.551336 0.030 -0.138 0.159 0.354
H -1.478432 3.586337 2.995696 -0.070 0.024 -0.199 0.373
H 1.726618 1.518502 -1.651374 0.227 0.018 0.444 0.428
H -1.976446 -0.525292 0.987901 -0.643 -0.025 0.213 0.366
C -1.848565 -0.510251 -3.557223 -1.141 0.876 0.441 -0.335
H -2.454650 -1.393267 -3.547086 -0.146 -0.508 0.099 0.328
H -2.113415 0.138419 -4.383026 -0.088 0.191 0.078 0.273
H -1.848381 -0.030399 -2.587870 -0.764 0.251 0.079 0.066
O 0.952807 0.858208 -1.835793 -1.214 0.319 -1.837 -0.784
H 0.200836 -0.484395 -3.043565 -0.012 0.149 0.227 0.374
H 0.290065 1.503107 -2.161780 0.278 -0.185 0.379 0.278
C 2.786919 -0.211361 4.266967 0.135 0.110 -0.150 -0.076
C 3.486392 0.303537 3.169674 -0.069 -0.039 -0.072 -0.976
C 2.849048 0.360219 1.942365 -0.422 -0.203 0.454 0.016
N 1.575685 -0.054278 1.835018 -0.017 -0.343 0.596 0.286
C 0.890904 -0.583762 2.865923 0.498 0.331 -0.250 0.031
C 1.478159 -0.669065 4.111538 -0.044 -0.023 -0.091 -0.997
H 3.266324 -0.253624 5.240971 -0.074 -0.006 -0.145 0.403
H 4.506995 0.674726 3.218846 -0.206 -0.183 0.268 0.429
H 3.313681 0.728009 1.028225 -0.007 -0.023 0.230 0.426
H -0.122670 -0.913731 2.633288 0.223 0.050 0.259 0.433
H 0.883828 -1.083684 4.915916 0.272 0.045 0.119 0.448
```
Forces are in eV/Å.